Entry from the Open Molecules 2025 dataset: 20 unconnected molecules or ions with the total composition C27H74N20O40S at a distorted geometry (the ωB97M-V functional and the def2-TZVPD basis).

```
162
Properties=species:S:1:pos:R:3:forces:R:3
C -2.82598 4.55835 4.17145 0.665 -0.572 0.058
C -2.52404 3.59342 2.87847 -1.418 0.181 -1.497
S -0.75991 2.91788 2.81449 -0.421 0.068 -0.900
C -0.47235 2.26164 1.04303 0.764 0.977 -0.013
N -1.09574 0.89766 0.83721 1.228 0.672 -3.654
C -1.36695 0.58653 -0.61810 1.159 -6.394 -1.888
O -1.14173 -0.69047 -1.01486 -1.426 7.780 2.432
O -1.85101 1.52377 -1.64355 -0.253 -1.957 2.764
C -3.34898 1.55372 -1.67345 -1.289 1.540 2.144
C -3.76029 2.81330 -0.65350 0.302 -0.516 0.239
C -3.19025 4.24653 -1.22934 0.467 -0.145 0.518
C -5.35797 2.82608 -0.25962 0.502 0.711 0.456
H -1.86331 5.23083 4.38168 -2.389 -1.595 -0.457
H -3.02774 3.84350 5.10136 0.325 1.765 -1.923
H -3.76440 5.26290 3.95215 2.105 -1.748 0.487
H -3.23222 2.64986 2.79724 1.253 2.046 0.424
H -2.69807 4.21393 1.87917 0.459 -1.199 2.131
H -0.81847 3.07382 0.25234 0.624 -1.974 1.622
H 0.70998 2.10749 0.98151 -2.539 0.762 0.177
H -0.32670 0.21535 1.11218 -1.717 0.683 -0.621
H -3.78936 0.58792 -1.17538 0.899 1.636 -1.426
H -3.78257 1.80350 -2.73202 1.334 -0.844 1.869
H -3.17243 2.59028 0.35569 -1.277 0.393 -2.197
H -2.39399 4.64703 -0.45071 -1.620 -0.640 -1.642
H -2.60621 4.07086 -2.23315 -1.296 0.507 1.847
H -4.02413 5.08159 -1.32956 1.730 -1.906 0.035
H -6.04815 2.24488 -1.01504 1.431 1.169 1.513
H -5.67490 3.97589 -0.22145 0.412 -2.658 -0.043
H -5.45661 2.37709 0.83941 -0.039 0.898 -2.513
C 0.99394 1.81056 -3.46396 -0.116 0.071 0.267
N 1.63226 2.14093 -4.76671 0.515 0.196 -0.829
O 2.19075 3.24011 -4.86072 -0.700 -1.556 -0.145
O 1.55459 1.28739 -5.65801 0.156 1.390 1.137
H 1.13906 2.64714 -2.77711 0.022 -0.139 -0.289
H -0.06904 1.64468 -3.65044 0.219 -0.104 0.030
H 1.47549 0.90879 -3.08038 -0.155 0.106 -0.195
C -1.46596 -1.25100 3.46451 0.348 -0.249 0.082
N -2.81842 -0.97334 4.01906 -0.379 -0.008 0.418
O -3.13092 -1.55292 5.06566 -0.048 0.987 -1.457
O -3.52799 -0.18139 3.38795 0.774 -1.123 0.833
H -0.95490 -1.96099 4.11829 -0.281 0.168 -0.113
H -1.59928 -1.67299 2.46634 -0.024 0.169 0.099
H -0.92464 -0.30351 3.42627 -0.231 -0.051 -0.070
C 3.08009 -2.58353 -3.90862 -0.202 0.027 -0.247
N 3.67516 -1.39959 -3.23191 0.368 0.578 0.536
O 3.43538 -0.28896 -3.71972 0.494 -1.284 0.926
O 4.36612 -1.61876 -2.23015 -0.782 0.623 -1.615
H 2.50058 -2.24410 -4.76981 0.238 0.050 0.293
H 3.90148 -3.22879 -4.22667 -0.228 0.112 0.178
H 2.43617 -3.08753 -3.18504 0.300 0.060 -0.033
C 3.42818 -2.77216 -8.52152 0.291 0.246 -0.029
N 2.74881 -3.72937 -7.60721 -0.512 -0.585 0.431
O 3.27989 -3.93827 -6.51027 -0.890 -0.028 -1.453
O 1.70161 -4.24387 -8.01663 1.571 0.588 0.810
H 4.33162 -2.39891 -8.03452 -0.272 -0.186 -0.040
H 3.67856 -3.31200 -9.43699 -0.156 0.095 0.145
H 2.73154 -1.95513 -8.71996 0.048 -0.233 -0.032
C -5.95357 0.38759 5.19612 -0.023 -0.170 0.026
N -6.98264 1.40856 4.86088 -0.475 0.428 -0.044
O -8.12530 1.00238 4.61943 1.453 0.665 0.305
O -6.61414 2.58884 4.84964 -0.792 -1.550 -0.062
H -6.41525 -0.60174 5.16868 -0.005 0.329 0.000
H -5.15921 0.46322 4.45081 -0.168 0.065 0.295
H -5.58121 0.61165 6.19780 0.008 0.057 -0.231
C -0.59719 9.18951 4.18609 -0.042 0.262 0.036
N -1.02584 7.78565 3.94279 -0.324 -0.751 -0.090
O -1.67147 7.56151 2.91232 0.890 -0.031 1.343
O -0.70197 6.94845 4.79320 -0.404 1.187 -1.310
H -0.94897 9.81421 3.36227 0.039 -0.274 0.160
H -1.04123 9.51074 5.13046 0.134 -0.151 -0.108
H 0.49348 9.19686 4.23704 -0.337 -0.066 0.136
C 4.51387 -7.05116 -7.80606 -0.025 0.156 0.350
N 5.15219 -6.72079 -9.10881 0.464 0.384 -0.746
O 5.71068 -5.62160 -9.20282 -0.793 -1.608 -0.178
O 5.07452 -7.57432 -10.00011 0.219 1.248 1.059
H 4.65899 -6.21458 -7.11921 -0.004 -0.167 -0.233
H 3.45089 -7.21704 -7.99254 0.203 -0.073 -0.006
H 4.99542 -7.95293 -7.42248 -0.169 0.074 -0.141
C -5.71080 -3.22968 3.07458 -0.332 0.154 0.027
N -4.63518 -3.50712 2.08472 0.651 -0.081 -0.922
O -4.79153 -3.06565 0.94034 0.453 -0.730 1.626
O -3.66435 -4.16022 2.48464 -1.216 0.966 -0.668
H -6.49782 -2.64960 2.58795 0.276 -0.160 0.006
H -6.09736 -4.19088 3.41935 0.195 0.167 0.022
H -5.26549 -2.66317 3.89494 0.017 -0.226 -0.065
C 3.48637 -10.72973 -9.56443 0.259 0.273 -0.079
N 3.06086 -11.38793 -8.29973 -0.392 -0.561 0.595
O 3.56801 -10.97720 -7.24947 -0.741 -0.651 -1.213
O 2.22974 -12.29827 -8.39719 1.273 1.366 0.446
H 4.21626 -9.95197 -9.32981 -0.215 -0.209 -0.009
H 3.93143 -11.49665 -10.20157 -0.228 0.096 0.090
H 2.59662 -10.29683 -10.02612 0.135 -0.211 0.036
C 5.10061 -4.71382 -0.99918 0.247 0.026 0.186
N 4.93797 -5.27056 -2.36934 0.104 -0.356 -0.591
O 5.96687 -5.58914 -2.97664 -1.635 0.363 0.508
O 3.78196 -5.37201 -2.79636 1.589 -0.043 0.322
H 6.16452 -4.68199 -0.75467 -0.429 -0.040 -0.281
H 4.67473 -3.70842 -0.99925 -0.025 -0.147 -0.041
H 4.56629 -5.37161 -0.31068 -0.042 0.081 -0.160
C 1.94440 8.25291 1.33394 -0.197 -0.281 0.083
N 2.48280 9.50572 1.92922 0.360 0.742 0.249
O 2.16123 9.76199 3.09536 0.756 0.084 -1.725
O 3.21301 10.19634 1.20894 -1.015 -0.832 1.309
H 1.32178 7.74829 2.07582 0.218 0.170 -0.133
H 1.35301 8.53123 0.45929 0.230 -0.020 0.091
H 2.79549 7.62808 1.05565 -0.145 0.173 -0.029
C 9.37297 -4.70202 0.83199 0.306 -0.178 0.080
N 8.02051 -4.42436 1.38653 -0.891 0.298 0.352
O 7.70800 -5.00394 2.43313 0.156 0.844 -1.413
O 7.31094 -3.63241 0.75542 1.024 -1.190 1.214
H 9.88403 -5.41200 1.48577 -0.247 0.195 -0.100
H 9.23965 -5.12401 -0.16619 -0.010 0.216 0.119
H 9.91428 -3.75453 0.79374 -0.187 -0.143 -0.120
C 1.65565 -11.18895 -4.89893 0.205 0.130 -0.059
N 1.23013 -11.84715 -3.63423 -0.323 -0.368 0.934
O 1.73729 -11.43642 -2.58398 -0.827 -0.756 -1.301
O 0.39902 -12.75750 -3.73169 1.198 1.277 0.330
H 2.38554 -10.41119 -4.66431 -0.197 -0.271 0.048
H 2.10071 -11.95587 -5.53608 -0.242 0.173 0.111
H 0.76589 -10.75605 -5.36062 0.116 -0.225 0.033
C -9.57556 3.51052 4.07081 0.241 -0.144 -0.235
N -10.71982 3.98018 3.24387 -0.614 0.136 -0.682
O -10.85096 3.47779 2.12166 -0.086 0.944 1.581
O -11.45397 4.83987 3.74480 0.731 -1.033 -0.865
H -9.01792 2.75882 3.50807 -0.375 0.361 0.157
H -8.94648 4.37680 4.28534 -0.202 -0.131 0.063
H -9.98563 3.08065 4.98692 0.089 0.171 -0.160
C 5.27219 10.96010 4.11368 0.174 0.297 -0.114
N 4.84668 10.30189 5.37838 -0.099 -0.220 0.977
O 5.35383 10.71262 6.42864 -0.901 -0.807 -1.376
O 4.01556 9.39155 5.28092 1.211 1.089 0.384
H 6.00208 11.73785 4.34830 -0.197 -0.261 0.081
H 5.71725 10.19318 3.47653 -0.234 0.101 0.061
H 4.38244 11.39299 3.65199 0.104 -0.271 -0.004
C 1.11488 -4.41129 -0.47775 -0.187 -0.295 0.130
N 1.65328 -3.15849 0.11754 0.140 0.756 0.525
O 1.33171 -2.90221 1.28367 0.591 -0.033 -1.642
O 2.38349 -2.46787 -0.60274 -1.076 -0.833 1.233
H 0.49226 -4.91591 0.26414 0.194 0.241 -0.121
H 0.52349 -4.13298 -1.35239 0.209 -0.002 0.097
H 1.96597 -5.03613 -0.75603 -0.118 0.176 -0.103
C 5.45898 -7.45573 3.01256 0.268 -0.209 0.048
N 4.31471 -6.98607 2.18562 -0.800 0.370 -0.365
O 4.18357 -7.48846 1.06341 -0.022 0.879 1.320
O 3.58056 -6.12638 2.68655 0.990 -1.273 -0.982
H 6.01661 -8.20743 2.44982 -0.249 0.208 0.049
H 6.08806 -6.58945 3.22709 -0.226 -0.107 0.030
H 5.04890 -7.88561 3.92867 0.038 0.201 -0.135
C -13.62909 7.17559 2.74828 0.020 -0.371 0.040
N -14.65817 8.19656 2.41304 -0.800 0.648 -0.249
O -15.80082 7.79037 2.17159 1.522 0.827 0.299
O -14.28967 9.37684 2.40180 -0.694 -1.598 -0.032
H -14.09077 6.18626 2.72084 0.069 0.330 -0.019
H -12.83473 7.25122 2.00298 -0.102 0.072 0.235
H -13.25673 7.39965 3.74996 0.024 0.035 -0.265
C 5.41914 6.25086 5.70496 0.238 0.086 0.241
N 5.24591 5.74599 4.31612 -0.023 -0.376 -0.954
O 6.27161 5.48630 3.67625 -1.580 0.323 0.663
O 4.08511 5.62469 3.90769 1.698 0.147 0.379
H 6.48633 6.30717 5.92995 -0.257 -0.086 -0.187
H 4.96171 7.24103 5.75516 -0.100 -0.231 0.013
H 4.92028 5.54827 6.37557 -0.038 0.195 -0.169
```
Forces are in eV/Å.

As for the spin multiplicity: 1. As for the energy: -5574.05616 Eh. For the gap between HOMO and LUMO, the calculation gives 0.31052 Eh. As for the HOMO energy: -0.332 Eh. As for the energy relative to the best compared isomer or geometry (same formula, charge and spin): 134.0 kcal/mol.